No. 1
CH2N2O3S | the ωB97M-V functional and the def2-TZVPD basis

```
9
Properties=species:S:1:pos:R:3:lowdin_charge:R:1
S -1.41068 0.17554 -0.04852 0.57
O -2.18814 0.75366 -1.10316 -0.27
O -0.90646 1.00770 1.01447 -0.30
O -1.53315 -1.26075 0.28906 -0.33
N 0.37010 -0.26389 -0.96289 0.08
N 1.98574 0.42202 0.66806 0.24
C 1.24845 -0.03332 -0.12052 -0.32
H 0.08256 -1.11045 -1.43841 0.13
H 2.35157 0.30948 1.70190 0.19
```

- gap between HOMO and LUMO (eV) = 10.90
- energy relative to the best compared isomer or geometry (same formula, charge and spin) (kJ/mol) = 126.9

***

No. 2
C9H12N5O | the ωB97M-V functional and the def2-TZVPD basis

```
27
Properties=species:S:1:pos:R:3:lowdin_charge:R:1
O -3.73059 -0.28155 -2.43095 0.13
N -2.90395 -2.78292 -0.15269 0.12
N 0.35463 -0.16870 -1.01893 0.14
N 0.30407 -1.82119 0.66084 -0.01
N -1.88155 -1.29356 -1.38832 0.11
N -0.22118 -2.71653 -0.13665 0.02
C -1.72278 -2.32752 -0.62231 -0.24
C 2.31679 2.42303 1.64261 -0.03
C -3.89184 -2.05762 -0.77697 0.02
C -3.20072 -1.08517 -1.55862 -0.38
C 1.56229 1.83658 -0.59447 0.01
C 0.82073 1.04198 -1.43955 -0.02
C 1.79882 1.43959 0.75469 -0.26
C 0.77433 -0.59741 0.23752 -0.17
C 1.28477 0.25883 1.20105 0.05
H 1.96585 2.73749 -0.93915 0.11
H -3.02868 -3.47235 0.56154 0.16
H -4.95227 -2.25443 -0.69786 0.13
H 0.32465 -3.02215 -0.99849 0.17
H 2.64146 2.00055 2.62870 0.12
H 0.38582 -2.13711 1.57454 0.13
H -0.48448 -0.70500 -1.36011 0.07
H 1.39501 -0.22834 2.20538 0.16
H 0.50372 1.30806 -2.44506 0.14
H -3.10218 0.29432 -2.86722 0.13
H 1.64245 3.26043 1.64819 0.11
H 3.18525 2.80932 1.22528 0.08
```

- gap between HOMO and LUMO (eV) = 8.26
- energy relative to the best compared isomer or geometry (same formula, charge and spin) (kJ/mol) = 51.8
- total charge = +1

***

No. 3
C60H132O43P4 | the ωB97M-V functional and the def2-TZVPD basis

```
239
Properties=species:S:1:pos:R:3:lowdin_charge:R:1
P 11.91704 -7.24067 0.31532 0.45
P -4.53551 13.46807 5.43602 0.52
P 9.15705 -2.02846 -6.84251 0.51
P -3.17981 -1.61170 0.99410 0.48
O -5.86440 14.38656 5.04161 -0.21
O 8.99944 1.80893 5.02931 0.05
O 0.37723 6.57912 8.83685 0.11
O -13.01805 -3.31352 -4.48835 0.04
O 12.67302 -7.47329 1.52776 -0.21
O -0.53621 -5.72998 -10.68706 0.05
O 2.32259 7.46393 9.65696 0.00
O -3.31140 14.44007 5.16950 -0.15
O -4.40541 -1.00677 10.78924 0.10
O 9.14677 -3.39890 -6.22065 -0.26
O 7.71723 -1.52746 -7.37847 -0.17
O 10.11745 -1.88750 -8.15932 -0.19
O -13.17637 -2.21307 6.88264 0.01
O -0.62849 -4.77385 -12.67283 -0.01
O 2.39191 7.23325 -6.84982 0.08
O -2.48632 -1.75647 11.79321 -0.03
O -4.18560 -0.51609 1.68092 -0.20
O -1.77899 -1.16966 0.79317 -0.24
O -1.06508 -12.47996 -4.89278 0.00
O -15.27756 -2.02107 7.53784 -0.05
O -4.33213 -1.67719 12.98020 0.03
O 4.28221 8.67589 -6.53905 -0.02
O 11.43992 -8.61348 -0.43044 -0.21
O -3.25766 -2.84754 2.01692 -0.17
O 9.70342 -0.87978 -5.81474 -0.21
O 6.79344 1.46144 4.51990 -0.03
O -2.07283 -4.26060 -10.90481 0.12
O -3.91699 -2.11874 -0.34618 -0.21
O 7.77922 -0.15061 5.60171 0.03
O -1.15747 -12.29261 -2.62777 0.06
O -7.54264 3.24182 -4.99660 0.03
O -6.36696 3.93431 -6.69381 0.02
O -14.14346 -0.18401 6.44997 0.10
O 0.33839 7.79735 10.76889 -0.03
O -11.85134 -4.49487 -3.10549 0.02
O -4.65323 12.98939 6.87751 -0.27
O 3.45821 7.54494 -4.85353 -0.01
O 10.60033 -6.36229 0.57223 -0.16
O -4.54039 12.32342 4.27305 -0.19
O -10.85594 -3.27146 -4.75961 0.13
O 12.70050 -6.57494 -0.94795 -0.21
O 0.83325 -12.55953 -3.87916 0.04
O -5.45150 4.06288 -4.61089 0.14
C -3.64600 0.25431 2.74984 -0.26
C -1.21719 -3.92332 -13.59475 -0.07
C -14.20643 -2.60819 -6.43847 -0.09
C -1.03375 7.59156 11.03712 -0.04
C -5.79821 11.70971 3.94281 -0.27
C -7.73071 2.61068 -3.81318 -0.11
C -1.59943 -1.61602 10.70497 -0.03
C 9.71342 -6.05967 -0.41992 -0.33
C -2.26631 -3.77331 2.36273 -0.30
C 12.32306 -9.75024 -0.43287 -0.24
C 12.47425 -10.05887 -1.95159 -0.07
C 13.86571 -5.73848 -0.80330 -0.20
C 0.94557 7.22657 9.70511 -0.50
C 1.76976 -6.22152 -11.26555 -0.07
C -10.67358 -5.14442 -2.72384 -0.06
C -11.89537 -1.98757 6.40283 -0.22
C 2.86818 8.55992 10.36699 -0.21
C 7.97381 1.01799 5.06145 -0.51
C -6.34871 3.72839 -5.33183 -0.54
C -11.80471 -3.71402 -4.18054 -0.62
C -2.43752 -12.37075 -4.99104 -0.06
C -0.49065 -12.42946 -3.70668 -0.52
C 11.51187 -2.02987 -7.97329 -0.28
C -4.90903 0.73323 3.54716 -0.06
C -1.38998 12.91230 4.98599 -0.07
C 10.95331 1.10998 -5.30355 -0.06
C -5.95633 -2.00017 14.54345 -0.10
C 9.82048 0.51403 -6.14542 -0.27
C 14.96864 -6.59214 -1.57783 -0.07
C 8.45056 -5.59740 0.29076 -0.07
C -3.79496 -1.49424 11.74024 -0.52
C -5.59419 -1.20037 13.38185 -0.27
C 4.28423 9.12970 -7.87900 -0.05
C -2.63292 -5.14734 1.96029 -0.08
C 10.08947 -1.08296 5.35068 -0.06
C -13.30411 -2.17954 -5.34730 -0.20
C 8.83635 -0.81087 6.27605 -0.17
C -1.14286 -4.84847 -11.42844 -0.59
C -6.27230 15.54413 5.88196 -0.23
C -3.42569 -2.12478 -1.67137 -0.21
C 6.68413 -1.18975 -6.44892 -0.28
C 0.37081 -6.80368 -11.04601 -0.18
C -11.97203 -1.64975 4.91745 -0.07
C 5.50371 -0.64185 -7.25444 -0.08
C 2.98295 6.42738 -4.06430 -0.18
C 1.56857 -12.50124 -2.70284 -0.23
C 1.50218 6.60869 -3.67999 -0.08
C -5.22591 4.45087 -7.39571 -0.21
C -14.17090 -1.31477 6.96015 -0.45
C -5.42456 10.43548 3.13159 -0.06
C 12.31417 -1.29596 -9.10457 -0.05
C -2.08136 14.10016 5.59770 -0.36
C 2.84729 -13.36248 -2.86896 -0.05
C 4.34372 8.82313 9.80066 -0.05
C -2.16744 -3.12185 -1.59295 -0.06
C -7.60175 16.25026 5.41712 -0.07
C -16.37311 -1.30408 8.10468 -0.06
C -4.83679 3.46799 -8.48157 -0.09
C 5.50826 0.84706 4.70458 -0.03
C 3.30908 7.77172 -6.19401 -0.49
H 6.84797 -0.31372 -5.82135 0.11
H -5.61248 3.34207 -9.23691 0.07
H 11.90778 -1.57626 -10.07636 0.07
H -1.73775 12.02030 5.50704 0.08
H -4.92208 10.86059 2.26274 0.08
H -7.92857 17.12204 5.98395 0.07
H -6.23370 -3.01983 14.27615 0.09
H -3.02532 -0.34266 3.41803 0.11
H -3.10209 1.06609 2.26682 0.12
H -5.09818 -2.02813 15.21494 0.09
H 6.26603 -1.98728 -5.83472 0.12
H 11.50052 -10.33728 -2.35464 0.07
H 15.05432 -7.65540 -1.35371 0.07
H 9.99064 0.51654 -7.22206 0.10
H -1.23547 -0.58934 10.66601 0.11
H 2.31597 9.47284 10.14398 0.11
H -2.78716 -11.44178 -4.54064 0.10
H -3.96152 3.64543 -9.10648 0.08
H -2.84175 -13.28236 -4.55096 0.11
H -4.64847 2.44020 -8.17126 0.08
H 2.77102 -14.43877 -2.71445 0.07
H 0.99069 -12.72492 -1.80611 0.12
H -2.29416 -3.78606 -13.49773 0.10
H -1.43780 6.73589 10.49614 0.09
H 9.15635 -0.46903 7.26036 0.12
H 8.93872 1.15051 -6.07119 0.11
H 1.11907 5.84848 -2.99926 0.07
H -1.93962 14.14842 6.67736 0.13
H -1.04992 -2.55315 10.79396 0.11
H -6.74379 -1.54729 15.14588 0.09
H -2.19240 -3.59180 -2.57613 0.06
H 2.07843 -5.91351 -10.26657 0.08
H -1.50736 8.43196 10.52967 0.10
H 0.85815 6.44210 -4.54347 0.07
H 15.91835 -6.07982 -1.42394 0.06
H -5.64274 -0.14896 13.66517 0.13
H 8.81346 -4.99544 1.12385 0.08
H -9.79252 -4.50443 -2.67664 0.10
H 11.73147 0.38740 -5.05770 0.08
H 11.48886 1.80029 -5.95530 0.08
H 7.87930 -6.45862 0.63729 0.08
H -6.38219 12.37748 3.30945 0.11
H -6.42551 -1.33904 12.69062 0.13
H -7.43022 16.47973 4.36544 0.07
H 12.81883 -9.19536 -2.52055 0.07
H 1.81408 -11.44999 -2.55215 0.13
H 11.07782 -0.80649 5.71786 0.07
H -2.26565 -1.69919 9.84629 0.09
H -1.31896 -3.44705 1.93357 0.12
H 4.53888 10.18884 -7.91721 0.10
H -2.23039 -5.45714 0.99587 0.06
H -3.68475 -5.22275 1.68448 0.09
H 1.20756 7.48617 -3.10440 0.08
H 9.95249 -0.82635 4.30021 0.08
H -2.37100 -3.92262 -0.88201 0.05
H -6.94709 2.11413 -3.24095 0.10
H -1.80288 12.75307 3.98988 0.08
H -5.52148 16.33430 5.87822 0.11
H 12.38852 -0.22754 -8.90189 0.07
H -2.95590 -1.17782 -1.93725 0.11
H 3.05494 5.52018 -4.66421 0.12
H -6.47353 11.48202 4.76755 0.12
H 4.71033 -0.32381 -6.57804 0.08
H -4.73644 9.84923 3.74060 0.07
H -1.53166 14.95426 5.20215 0.12
H -11.30531 -1.20889 6.88612 0.13
H 11.94408 -10.59230 0.14629 0.12
H -8.37616 1.75683 -4.01929 0.09
H 8.54054 -1.83513 6.50297 0.11
H 3.56941 -13.01113 -2.13197 0.07
H -17.05914 -0.87737 7.37300 0.09
H -12.88121 -2.01835 4.44246 0.08
H 4.85765 8.34724 -8.37604 0.10
H -10.88975 -5.72436 -1.82660 0.10
H 14.94807 -6.55819 -2.66710 0.06
H -16.90880 -2.02056 8.72743 0.09
H -5.57398 1.15796 2.79512 0.07
H -12.38405 -1.72308 -5.71232 0.13
H 9.37239 -6.94924 -0.94950 0.12
H 11.81532 -3.06117 -7.79322 0.12
H -1.26090 7.50788 12.09990 0.10
H 5.53988 0.60028 5.76580 0.09
H -12.16382 -0.59187 4.73797 0.07
H -8.32671 3.12984 -3.06261 0.10
H 14.22753 -5.73250 0.22488 0.10
H -13.95651 -1.44552 -4.87436 0.12
H -8.41537 15.53665 5.54713 0.07
H 2.33352 -7.02813 -11.73422 0.08
H 7.80704 -4.89961 -0.24502 0.08
H -1.13508 -4.39256 -14.57514 0.09
H -14.28732 -1.84930 -7.21671 0.09
H 13.30003 -9.46090 -0.04569 0.10
H -15.17812 -2.99987 -6.13763 0.08
H 3.27241 9.15800 -8.28339 0.09
H -0.63254 -3.00862 -13.69280 0.10
H 4.65931 1.41780 4.32822 0.10
H 0.15463 -7.25154 -12.01595 0.11
H -2.71577 -12.27870 -6.04090 0.10
H -1.18332 -2.71261 -1.36462 0.07
H 5.83580 0.20938 -7.84877 0.07
H 13.35223 -1.62833 -9.09664 0.07
H -2.04625 -3.80197 3.42990 0.12
H -6.19177 9.69212 2.91500 0.07
H 10.13061 -2.17007 5.28274 0.06
H 5.25297 -1.30282 -8.08410 0.08
H 3.41146 -13.18280 -3.78413 0.07
H 1.85621 -5.38634 -11.96060 0.07
H 3.60309 6.40772 -3.16812 0.12
H -4.26637 4.51201 -6.88226 0.12
H -0.31030 13.05345 4.93636 0.09
H -4.66948 1.42931 4.35101 0.07
H 4.94610 7.93978 9.58870 0.07
H -15.95153 -0.59795 8.82004 0.09
H -11.13901 -2.00337 4.30989 0.08
H 2.76289 8.42981 11.44407 0.11
H 4.37694 9.14173 8.75879 0.06
H 10.50146 1.48889 -4.38685 0.08
H -10.47946 -5.96911 -3.40963 0.10
H -2.40019 -5.96191 2.64615 0.08
H -13.84688 -3.50937 -6.93514 0.08
H -11.39919 -2.95031 6.52553 0.12
H -4.21948 -2.45805 -2.33990 0.12
H -5.50147 5.38507 -7.88506 0.12
H 13.80006 -4.72270 -1.19312 0.11
H -6.45613 15.24495 6.91385 0.11
H 13.26210 -10.81125 -1.98780 0.07
H 5.46644 -0.08145 4.13519 0.09
H 11.79367 -1.55619 -7.03291 0.10
H 0.44648 -7.65932 -10.37500 0.12
H 10.10514 -5.31848 -1.11655 0.13
H 4.93437 9.57069 10.33015 0.07
H -5.56218 -0.01477 3.99656 0.07
```

- gap between HOMO and LUMO (eV) = 10.90
- energy relative to the best compared isomer or geometry (same formula, charge and spin) (kJ/mol) = 873.5

***

No. 4
C3H5O3S | the ωB97M-V functional and the def2-TZVPD basis

```
12
Properties=species:S:1:pos:R:3:lowdin_charge:R:1
S -1.24159 0.38223 4.40128 0.71
O 0.86161 -2.72559 1.09585 -0.10
O -0.65144 1.76173 4.35650 -0.72
O -0.39637 -1.01678 1.87443 -0.12
C -0.04901 -1.15568 -0.45729 -0.21
C 0.46839 0.28406 -0.54280 -0.16
C 0.15749 -1.68704 1.01329 -0.79
H -1.22433 -1.10442 -0.58478 0.12
H 0.37417 -1.88465 -1.13182 0.07
H -0.31330 1.05810 -0.38237 0.06
H 0.84680 0.56455 -1.55393 0.05
H 1.30677 0.44512 0.22783 0.09
```

- gap between HOMO and LUMO (alpha / beta) (eV) = 6.05 / 6.07
- energy relative to the best compared isomer or geometry (same formula, charge and spin) (kJ/mol) = 179.6
- total charge = -1

***

No. 5
C2H79CoO40 | the ωB97M-V functional and the def2-TZVPD basis

```
122
Properties=species:S:1:pos:R:3:lowdin_charge:R:1
Co -2.25764 -0.45274 -2.63691 0.74
O 2.68338 3.26232 0.08260 -0.02
O 0.04634 3.94185 0.59266 -0.03
O -2.97297 4.07644 0.42521 -0.04
O -3.21978 1.17932 -1.83425 -0.01
O -1.37666 -2.23413 -3.43252 -0.02
O 6.68298 -2.12954 1.03148 -0.05
O 1.27170 2.31291 -2.95693 -0.04
O 1.44605 -0.44742 -3.85361 -0.04
O -2.64475 -1.75467 2.82088 -0.03
O -1.25404 0.80119 -3.89716 -0.02
O -1.04391 2.28183 2.39905 -0.05
O -0.80655 -1.34507 -6.04604 -0.04
O 2.65293 4.21127 2.76189 -0.02
O -3.50553 -1.80432 -1.66767 -0.03
O 2.97371 -2.76613 -2.97203 -0.05
O 0.06050 -5.38724 -1.44188 -0.05
O 1.39273 2.58239 4.31401 -0.05
O -0.92010 -0.55115 -1.07805 -0.04
O -0.69986 -3.67450 1.56230 -0.03
O 4.03919 -4.47712 -0.91506 -0.04
O -1.87245 0.24777 0.66716 -0.04
O 3.98035 3.42050 -2.82439 -0.02
O 4.96440 0.32557 1.93593 -0.04
O -2.64208 -4.20558 -0.31976 -0.04
O -4.13518 2.37218 3.41836 -0.05
O -6.50559 1.10312 -0.31768 -0.02
O -4.50584 -0.01416 1.57850 -0.05
O 6.37679 2.46074 0.32652 -0.06
O 1.79493 -2.46864 3.02252 -0.04
O 4.28096 0.29121 -3.60620 -0.02
O -6.18110 -1.65621 -0.65012 -0.03
O -6.47728 -0.12162 3.79090 -0.04
O 1.69170 0.18856 5.68964 -0.07
O -0.78364 4.09034 -2.38820 -0.01
O -1.97012 0.33981 6.83537 -0.05
O -0.27532 -1.41614 4.49626 -0.04
O 0.78491 -2.81082 -1.35968 -0.04
O 3.32792 -2.43476 0.86691 -0.05
O -3.76236 -0.38504 -4.14775 -0.01
O 5.34479 0.42756 -1.01791 -0.04
C 0.57704 0.17318 0.66611 0.07
C -0.83920 -0.02479 0.01477 -0.62
H -1.37106 0.65676 6.15943 0.01
H 2.11040 -1.07425 -3.56730 -0.01
H -0.60813 -2.12136 5.05135 0.08
H -6.82265 -2.36136 -0.56399 0.07
H 6.04378 -1.63031 1.53983 -0.01
H -6.14370 -0.32078 4.66572 0.04
H 7.06097 1.81501 0.50302 0.04
H 0.46085 2.64644 4.10489 0.02
H 5.44157 0.56620 2.73006 0.06
H 2.34968 2.43106 -0.25486 0.03
H 4.32183 0.90381 -4.34056 0.07
H -1.35602 -3.03090 1.82962 0.00
H -3.76831 0.18101 1.00041 0.01
H -0.80032 5.04305 -2.47926 0.09
H 4.78100 1.15989 1.50406 0.01
H 2.50984 -2.77706 3.57931 0.08
H -2.99433 1.47305 -0.95158 0.06
H -2.68528 0.97602 6.83973 0.03
H 3.44589 -5.19223 -0.68521 0.05
H 4.63107 0.25376 -1.63161 0.01
H 3.51701 -1.53414 1.13025 0.02
H 0.15195 -2.14935 -1.08029 0.01
H -5.74629 -0.31784 3.20491 -0.02
H -0.38060 0.82747 -4.28785 0.05
H 2.97325 -3.54623 -2.41735 0.02
H -0.61946 2.98065 1.90133 -0.02
H 1.82868 3.07998 3.62222 -0.03
H -6.70582 -0.87369 -0.81910 0.02
H -4.27746 1.57532 2.90749 -0.02
H 3.89786 -2.61101 -3.16725 0.05
H -1.65154 1.63694 -4.14161 0.08
H -3.59838 -1.74189 2.90240 0.05
H 5.63827 -0.43987 -0.73923 0.05
H -0.45160 -2.46867 -3.50660 0.06
H -4.69968 -0.26286 -3.99698 0.09
H -0.39392 -2.11333 -5.65140 0.03
H -2.09108 4.39614 0.61574 0.00
H 1.33483 2.39924 -3.90814 0.06
H 3.98307 2.46685 -2.74205 0.00
H -1.55623 3.78994 -2.86685 0.05
H -3.53130 4.51578 1.06667 0.05
H -0.10859 -0.69119 -6.08498 0.02
H 1.71923 0.98643 5.16155 -0.03
H 0.51935 0.49387 1.70627 0.08
H -2.45388 -1.11431 2.13550 0.00
H 0.05489 -5.45475 -2.39668 0.03
H -6.83269 1.75806 0.29900 0.07
H 2.73815 3.69869 1.95801 0.01
H -2.58091 -4.79372 -1.07247 0.04
H -3.19780 2.54687 3.33447 0.00
H 3.05993 3.64729 -2.95719 0.01
H -3.50799 1.97303 -2.28502 0.08
H 1.30845 -0.63304 0.61007 0.06
H -3.68675 -0.51934 -5.09246 0.09
H -1.35063 1.66565 1.73386 -0.02
H 1.43318 -1.71644 3.49111 0.02
H 1.07844 -0.38354 5.22829 -0.04
H -1.84599 -3.04817 -3.61505 0.09
H 0.48365 2.80341 -2.72322 0.00
H 1.13107 0.90051 0.07270 0.06
H -1.03677 -1.12672 3.99360 0.03
H 1.56033 -2.30953 -1.61200 0.02
H -0.32359 3.76811 -0.27291 0.01
H 0.99354 3.89651 0.46234 0.01
H 2.95716 3.74531 -0.69714 0.05
H 0.25785 -4.46698 -1.26751 -0.04
H 2.63702 5.12134 2.46567 0.07
H 0.11976 -3.35116 1.93633 0.01
H 2.61234 -2.70750 1.44119 0.00
H -1.83298 -4.35635 0.16898 0.00
H 5.83473 2.05690 -0.35120 -0.02
H 1.72243 0.38603 -3.47254 -0.01
H -3.29029 -2.62438 -1.22338 0.04
H 3.84067 -3.78756 -0.28155 -0.02
H 4.52542 -0.55344 -3.98440 0.06
H -4.39083 -1.59517 -1.36977 0.03
H 7.36475 -2.35957 1.66275 0.04
H -6.22974 1.60952 -1.08168 0.05
H -5.23331 -0.20036 0.98490 0.02
```

- gap between HOMO and LUMO (alpha / beta) (eV) = 7.23 / 7.23
- spin multiplicity = 4
- total charge = +1
- ⟨S²⟩ = 3.755

***

Number 1: molecular weight 122.11 g/mol, DFT total energy -772.65848 a.u.. Number 2: molecular weight 206.23 g/mol, DFT total energy -698.88375 a.u.. Number 3: molecular weight 1665.57 g/mol, DFT total energy -6966.15952 a.u.. Number 4: molecular weight 121.14 g/mol, DFT total energy -741.20583 a.u.. Number 5: molecular weight 802.55 g/mol, DFT total energy -4515.89584 a.u..